No. 1
The following is a quantum chemistry calculation of 12 unconnected molecules or ions with the total composition C69H172N12O, from the OMol25 dataset.

Geometry (Å):
1 O -33.4687 9.5910 -1.6456
2 N -25.2205 6.4805 -1.4586
3 N -30.3810 6.3771 2.5885
4 N -25.4633 1.3604 2.8974
5 N -24.1995 8.5926 2.8795
6 N -30.6379 -0.4096 5.0304
7 N -34.8694 8.9105 2.1493
8 N -34.7657 2.6472 -0.6295
9 N -29.7991 -1.4237 0.7869
10 N -28.8431 3.8906 -3.5224
11 N -31.2920 11.9659 6.3070
12 N -32.6693 8.3132 -3.3941
13 N -29.3554 11.4006 -3.6325
14 C -36.4361 8.5238 0.2345
15 C -31.8232 4.3386 2.5463
16 C -29.7859 6.4466 1.3019
17 C -29.9329 12.2602 -4.6562
18 C -28.2022 -0.3454 5.4396
19 C -30.8535 -1.5797 5.8437
20 C -28.9484 3.8948 -5.0220
21 C -28.4082 2.6338 -2.9600
22 C -32.6336 9.3074 -2.4994
23 C -25.6007 8.9849 0.8505
24 C -23.8510 7.1604 2.9354
25 C -27.0739 2.1850 -3.5443
26 C -24.1881 5.0314 -3.2886
27 C -33.8248 7.3975 -3.3212
28 C -32.9612 10.4588 2.1398
29 C -29.2114 10.9380 -1.0522
30 C -23.8833 8.5473 -2.2258
31 C -33.8687 1.5937 -0.1998
32 C -34.0813 3.0719 -2.9235
33 C -31.4701 8.0316 -4.1898
34 C -25.3626 -0.9731 2.1134
35 C -26.5652 5.7418 -1.5631
36 C -29.2804 -2.5945 1.5042
37 C -34.0479 3.5646 -1.5164
38 C -30.0595 11.5993 5.6092
39 C -30.0605 -0.1941 1.5907
40 C -30.1687 -3.1951 2.5599
41 C -30.8751 -2.7169 -1.1082
42 C -32.4303 9.7048 6.2649
43 C -31.2106 -1.3012 7.3258
44 C -31.4369 12.4770 -4.5950
45 C -28.9603 10.9455 6.5141
46 C -29.4639 11.9278 -2.2022
47 C -31.7995 5.9114 2.6020
48 C -23.8075 10.7656 3.8957
49 C -24.5880 6.3630 4.0398
50 C -35.3926 6.8289 3.5923
51 C -30.1830 7.5561 3.4697
52 C -32.2156 12.7733 5.5754
53 C -33.4502 9.0627 2.5530
54 C -28.7417 7.7428 3.7869
55 C -32.9431 -0.5407 4.1745
56 C -36.6877 4.1440 0.0651
57 C -35.7002 8.2612 3.1536
58 C -29.5259 0.3849 5.4064
59 C -35.4636 3.3269 0.4333
60 C -28.0734 9.5447 -4.6376
61 C -28.0434 10.8931 -4.0341
62 C -31.7804 14.2301 5.3828
63 C -26.6694 4.6179 -0.4885
64 C -31.8668 10.8729 7.0973
65 C -26.8967 1.7590 2.8069
66 C -30.1132 4.7902 -1.5317
67 C -34.4549 0.5022 0.6864
68 C -24.5685 2.4856 2.7779
69 C -24.1138 5.5441 -1.8078
70 C -30.2107 4.3264 -2.9582
71 C -25.2155 7.7004 -2.2781
72 C -31.0804 -1.7450 0.0688
73 C -23.2760 9.3731 3.6837
74 C -25.1100 0.4621 1.8214
75 C -30.3158 7.5913 0.4206
76 C -29.7800 1.1336 0.7865
77 C -24.2637 9.0114 1.4816
78 C -31.8201 0.4034 4.7700
79 C -23.2121 2.2001 3.3848
80 C -28.7318 5.2467 -5.6365
81 C -35.0487 8.3589 0.8155
82 C -27.3228 2.9039 3.6272
83 H -30.9936 5.2983 -1.1708
84 H -35.2046 -0.1223 0.1818
85 H -24.2123 4.7168 -1.0846
86 H -28.0996 6.8820 3.7781
87 H -31.0191 7.2677 -0.3362
88 H -37.1816 7.7691 0.5617
89 H -28.1388 8.4175 3.0910
90 H -25.6003 0.6816 0.8813
91 H -29.1339 1.8253 -3.0758
92 H -31.7477 7.1090 -4.7055
93 H -30.6409 7.8708 -3.5077
94 H -31.2307 4.0423 1.6486
95 H -24.2725 5.3513 3.9672
96 H -31.5066 1.1965 4.0514
97 H -31.5902 -2.2335 5.4300
98 H -31.8708 10.5723 2.0806
99 H -24.8001 -1.4224 2.9764
100 H -31.8596 12.8989 -5.4867
101 H -25.3877 7.5407 -3.3453
102 H -31.0133 -3.7319 2.1128
103 H -33.6326 6.3622 -3.6857
104 H -33.1955 2.5236 -3.3168
105 H -32.3087 6.4179 1.7060
106 H -33.6707 -0.1960 1.0133
107 H -32.8619 8.2666 2.1679
108 H -25.9793 3.8066 -0.6219
109 H -26.4132 5.1166 0.4857
110 H -33.7403 0.0868 3.9027
111 H -32.3016 6.2521 3.5329
112 H -33.3973 8.9017 3.6548
113 H -30.3140 10.8466 4.8428
114 H -35.7503 8.8712 4.0669
115 H -29.3726 -0.1335 2.4521
116 H -28.3874 2.7577 3.7243
117 H -29.3342 9.8897 6.5558
118 H -34.7300 4.0294 0.9393
119 H -24.0215 6.7252 1.9269
120 H -28.7091 6.6230 1.3757
121 H -29.0888 -3.2522 0.6169
122 H -24.7052 4.0800 -3.3287
123 H -29.5099 13.2497 -4.6137
124 H -33.2204 10.6266 1.0415
125 H -34.4231 8.9787 0.1508
126 H -29.6862 -3.9810 3.1814
127 H -27.2259 1.5797 -4.4120
128 H -25.4093 9.3383 -0.1506
129 H -34.6049 7.7588 -4.0122
130 H -32.1838 -0.8745 7.4784
131 H -31.2651 8.7800 -4.9563
132 H -32.7863 11.2239 7.5915
133 H -34.9211 2.3826 -3.0822
134 H -22.5839 3.0683 3.3341
135 H -25.0693 -1.6244 1.2815
136 H -27.4980 0.8715 3.0960
137 H -24.0434 0.5545 1.6550
138 H -28.6377 8.8947 -4.0098
139 H -23.9327 10.1101 1.4445
140 H -30.9767 14.2276 4.6572
141 H -29.7519 12.5201 5.1315
142 H -31.1164 -0.0905 1.9186
143 H -30.8963 3.4821 -3.0016
144 H -30.1358 3.9276 -0.7891
145 H -28.6542 8.1749 4.7806
146 H -35.8254 2.5115 1.0325
147 H -25.8419 7.9388 0.8632
148 H -26.5367 3.0727 -3.8685
149 H -34.9911 0.7376 1.6222
150 H -24.4288 6.7125 5.0807
151 H -28.7180 12.7881 -2.0882
152 H -34.4005 6.7301 4.0760
153 H -30.6128 5.1309 -3.5482
154 H -31.3161 3.8585 3.3851
155 H -23.1355 5.9861 -1.5030
156 H -28.1649 10.5860 -1.0069
157 H -30.6698 7.3503 4.4426
158 H -37.2140 4.4509 1.0161
159 H -26.4384 -1.0668 2.2953
160 H -27.4818 10.8744 -3.1096
161 H -28.2259 -1.2134 6.0954
162 H -28.5960 9.6173 -5.5946
163 H -31.6618 13.2528 -3.8062
164 H -30.6361 8.4573 3.1333
165 H -31.8828 -2.1925 0.7106
166 H -27.8149 5.7346 -5.2474
167 H -36.1444 6.5441 4.3394
168 H -31.4083 14.7003 6.2962
169 H -28.8785 11.3863 7.5114
170 H -31.2920 -2.3356 7.7599
171 H -32.5573 14.8770 4.9861
172 H -29.4321 1.2182 4.6940
173 H -33.4583 1.0982 -1.0801
174 H -34.2533 3.9049 -3.6358
175 H -28.0012 11.0144 5.9852
176 H -28.0409 3.3248 -5.3845
177 H -30.1229 1.9483 1.4037
178 H -36.7578 8.3328 2.7941
179 H -29.8700 -2.1110 5.9205
180 H -26.7762 5.2624 -2.5531
181 H -33.4190 11.2123 2.7232
182 H -33.0852 3.8699 -1.1080
183 H -28.7091 1.1839 0.5007
184 H -26.4069 9.5928 1.3479
185 H -30.6612 -3.7109 -0.6747
186 H -29.6250 0.8230 6.4128
187 H -32.5678 -1.1278 3.3446
188 H -27.7205 4.2136 -0.3645
189 H -34.6674 7.3575 0.7305
190 H -29.3541 11.5008 -0.1024
191 H -23.6559 8.4164 0.7718
192 H -26.0678 8.3471 -1.9578
193 H -23.1561 4.8594 -3.5261
194 H -33.4269 9.9766 5.8732
195 H -29.9386 5.5393 0.7886
196 H -22.7222 7.0096 3.0601
197 H -30.0691 -2.4175 -1.7605
198 H -29.6279 11.8342 -5.6841
199 H -24.6157 10.8130 4.6295
200 H -28.2865 2.8085 -1.8910
201 H -26.4569 1.5819 -2.8889
202 H -32.8655 3.9294 2.4058
203 H -29.8380 3.4185 -5.3539
204 H -35.3963 6.0843 2.7540
205 H -36.8220 9.5346 0.3749
206 H -32.5564 8.7568 6.7906
207 H -24.5868 2.9521 1.7851
208 H -24.5656 5.7367 -4.0167
209 H -33.3624 -1.1651 4.9517
210 H -29.9334 10.1643 -1.0241
211 H -27.3688 6.4474 -1.3384
212 H -23.5165 8.7982 -1.2446
213 H -23.2314 8.8218 4.6339
214 H -30.3834 1.1799 -0.1593
215 H -27.4275 11.6700 -4.6009
216 H -31.7861 9.4757 5.4306
217 H -32.1795 0.9577 5.6394
218 H -31.6577 9.9157 -2.4719
219 H -30.9130 8.3067 0.9747
220 H -24.9790 3.3469 3.3906
221 H -27.0627 9.2371 -4.8663
222 H -31.1425 10.3997 7.8498
223 H -27.0299 3.8030 3.1588
224 H -36.3351 8.3500 -0.8682
225 H -34.2177 7.4507 -2.2831
226 H -30.4983 -2.3820 3.1750
227 H -28.4836 5.0591 -6.6751
228 H -27.0210 2.8487 4.6547
229 H -32.4177 12.2909 4.5636
230 H -31.4616 -0.7987 -0.2572
231 H -27.4558 0.3937 5.7126
232 H -34.7299 4.4090 -1.5423
233 H -31.7413 -2.8074 -1.7547
234 H -30.4677 12.3056 -2.0312
235 H -32.0099 11.6394 -4.2637
236 H -22.8066 1.4006 2.8600
237 H -23.0127 8.1957 -2.7463
238 H -37.4232 3.6717 -0.5577
239 H -29.6318 5.8688 -5.5272
240 H -25.6440 6.4437 3.8272
241 H -22.9920 11.3395 4.3180
242 H -28.3661 -2.2454 1.9932
243 H -29.2336 5.3573 -1.3439
244 H -36.4185 5.0889 -0.3681
245 H -29.4910 8.2255 -0.0058
246 H -24.1252 9.5097 -2.6325
247 H -24.2489 11.2142 2.9954
248 H -27.1658 1.8801 1.7560
249 H -23.2520 1.9929 4.4555
250 H -33.0930 12.8324 6.1945
251 H -30.4409 -0.7499 7.8191
252 H -22.3233 9.3931 3.2469
253 H -27.9449 -0.6188 4.4028
254 H -33.0083 2.0611 0.2840

Forces on the atoms, in the same order (eV/Å):
0.0 -0.4 -0.9
-0.9 -0.8 -0.5
-1.4 0.0 2.3
-0.7 0.5 -0.4
0.0 -1.4 -0.8
-0.7 -0.1 -0.8
-0.1 -0.3 0.9
0.0 -0.2 -0.9
-2.1 0.8 0.2
-2.2 1.4 -0.9
1.3 -0.8 1.8
-0.3 -0.3 0.2
-0.8 -0.3 1.0
-0.5 -1.0 -1.0
-0.5 0.6 -1.5
0.3 1.9 -0.4
0.0 -0.8 -1.4
0.0 0.3 -1.2
1.5 0.5 1.6
3.1 -0.6 1.4
0.4 -0.2 0.5
1.3 1.5 1.5
-1.2 0.3 0.7
1.0 -0.4 0.3
-0.1 0.3 0.0
1.0 0.0 1.6
-0.4 0.3 -0.5
0.5 -1.1 -2.5
1.0 1.5 0.2
-1.2 -0.2 0.5
-0.2 -0.1 0.6
0.7 -0.6 -2.3
-1.2 -0.7 0.0
-0.2 -1.6 0.8
1.0 -0.6 0.3
0.5 0.4 -1.2
-2.0 0.0 0.5
-0.5 0.0 0.6
0.6 0.8 -0.8
-0.2 -1.4 -0.2
0.0 -0.2 0.8
-0.5 0.0 -0.5
-0.4 -2.3 -0.6
0.0 1.4 1.8
-1.4 -0.3 -1.1
1.4 0.4 -1.1
0.6 -0.2 -0.7
-0.3 0.4 0.6
0.2 1.4 -0.4
0.4 -0.7 -0.4
0.0 -2.2 0.4
-0.2 0.0 -0.8
-1.3 0.8 0.8
2.2 2.0 -0.6
1.4 1.2 1.2
-0.3 0.9 1.4
-1.1 0.4 0.0
0.8 0.6 0.6
0.6 0.3 0.1
-0.2 0.6 -1.5
0.7 2.4 1.5
0.7 -0.3 -0.3
-0.9 1.5 1.1
-0.4 -1.1 0.3
0.8 -2.5 -0.4
-0.6 -2.0 1.5
-0.6 -1.1 0.5
-1.1 2.5 2.2
-0.9 0.4 0.3
1.8 -0.9 0.0
0.7 0.7 0.3
0.6 -0.7 0.0
-2.3 -0.5 0.7
1.0 -0.7 0.3
0.4 1.1 -0.3
-0.3 -1.6 -1.0
1.2 2.8 0.4
-0.2 -1.2 -1.2
-0.8 1.1 0.5
0.1 0.5 0.1
0.6 1.9 -0.3
-0.8 -0.7 0.5
-0.4 0.7 -0.4
0.3 0.2 -0.4
0.0 0.1 -0.6
-0.3 -1.0 0.2
0.2 -0.1 -0.5
0.4 0.5 0.1
-1.1 -0.4 0.7
-0.3 0.5 -0.5
-0.4 -0.2 0.0
0.6 0.0 -0.1
0.3 0.0 -0.3
-0.5 0.0 0.4
0.2 -1.0 0.1
-0.4 -0.6 0.2
-0.3 -0.4 -0.5
0.0 -0.1 0.7
-0.6 0.9 -0.4
0.0 0.0 -0.7
-0.2 -0.4 -0.2
-0.2 0.3 0.1
0.5 0.7 0.7
-0.3 0.4 0.5
0.1 -1.1 1.1
0.0 0.2 -0.2
0.7 -0.6 -0.7
0.2 -0.5 -0.3
-0.2 -0.6 -0.6
-1.2 0.8 -0.9
0.4 -0.1 -0.7
0.0 0.4 -0.6
0.3 0.2 -0.3
0.4 0.1 -0.2
-0.5 -0.4 -0.1
-0.7 0.8 -0.4
1.0 0.7 0.5
-0.7 -0.7 0.3
-0.4 0.0 0.7
0.0 -0.4 0.3
0.5 -0.1 1.3
-0.2 0.0 -0.2
0.7 0.7 -0.1
-0.1 -0.2 1.3
0.0 -0.4 0.4
0.1 0.7 -0.3
-0.1 -0.4 -0.7
-0.6 0.0 -0.5
0.0 0.0 0.4
-0.4 0.6 0.0
0.1 0.2 0.3
0.8 0.4 0.5
0.1 0.2 0.3
0.5 0.5 -0.5
-0.3 0.3 -0.2
0.5 0.3 0.0
0.2 0.2 -0.3
0.0 -0.8 0.5
0.1 -1.6 -0.1
0.3 0.4 -0.2
0.5 0.0 -0.2
0.5 -0.5 0.2
-0.3 -0.2 -0.3
0.5 0.6 -1.0
0.2 0.2 0.1
0.1 0.1 1.0
-0.9 -0.5 -0.5
0.3 0.0 0.1
0.5 0.7 -0.3
0.1 0.0 -0.7
-0.9 -0.7 -0.1
-0.4 0.2 -0.2
0.1 0.3 -0.6
-0.2 0.3 0.2
-0.7 0.1 -0.7
-0.6 -0.2 -0.2
-0.1 -0.3 -0.6
0.5 -0.5 -0.8
0.1 -0.5 0.0
0.4 -0.4 0.4
0.4 0.2 0.0
-0.1 -0.2 -0.1
0.3 -0.6 -0.7
-0.4 1.0 -0.7
0.6 0.4 0.0
-0.7 -0.1 0.2
0.1 -0.2 -0.2
-0.1 -0.3 0.1
-0.1 0.0 -0.2
0.3 1.0 0.1
-0.3 -0.2 -0.1
-0.2 -0.1 0.2
-0.1 0.0 -0.2
0.2 -0.3 0.3
-0.2 -0.3 0.2
-1.3 0.1 0.3
0.3 0.6 0.2
0.7 -0.3 0.1
-1.0 0.1 -0.5
0.3 0.7 0.4
-0.4 0.8 0.6
0.4 0.0 0.0
-0.7 0.2 0.3
0.9 -0.5 -0.3
0.0 0.3 -0.5
-0.4 0.3 0.0
0.0 -0.1 -0.1
1.3 0.5 -0.4
0.1 -1.0 -0.1
0.1 -0.2 -0.6
0.5 0.2 0.7
0.6 -0.5 0.0
0.6 -0.4 -0.6
0.4 -0.1 -0.1
0.0 -1.2 -0.4
-1.1 0.4 0.0
0.5 0.1 0.0
-0.5 0.5 1.5
0.0 -0.4 0.1
-0.1 -0.1 0.1
0.0 0.1 0.4
1.0 0.4 0.3
-1.0 -0.6 -0.5
-0.2 0.6 0.6
0.0 -0.1 0.1
0.0 0.2 0.4
0.5 -0.4 -0.4
-0.3 0.2 0.1
0.1 -0.4 0.2
-0.5 -1.1 -0.2
0.2 0.2 -0.2
-0.2 -0.3 0.7
0.3 0.4 0.0
0.5 -0.1 0.7
-0.9 -0.8 0.0
0.2 -0.1 -0.5
-0.2 -0.1 0.4
-0.9 -0.9 -0.6
0.0 0.2 0.5
0.2 -1.0 -0.4
0.2 -0.5 0.2
-0.8 1.3 -0.9
-0.1 1.3 -0.1
-0.2 0.2 0.7
0.2 -0.3 -0.7
-0.4 0.3 0.7
-0.4 0.3 -0.5
0.8 0.0 0.5
-0.3 0.7 0.9
-0.3 0.5 -0.4
0.3 -0.2 0.4
0.4 0.6 0.2
-0.4 0.0 0.2
-0.1 0.2 -0.4
-0.3 -0.9 -0.1
1.3 -1.5 -0.6
0.1 -0.7 -0.6
-0.1 -0.5 -0.4
0.5 0.2 -0.2
-0.4 -0.2 0.1
0.1 0.7 -0.2
0.2 -0.4 -0.3
0.5 0.6 0.1
0.1 0.5 -0.5
-0.7 -0.9 0.0
-0.2 0.6 -0.6
0.6 0.0 0.2
0.0 0.5 -0.3
-0.4 -0.4 -0.1
-0.8 -0.4 -0.1
0.4 0.4 0.5
1.8 0.0 -0.7
0.0 -0.5 0.5
0.4 0.0 0.5

Computed properties:
SMILES string	CCN(CC)CC.CCN(CC)CC.CCN(CC)CC.CCN(CC)CC.CCN(CC)CC.CCN(CC)CC.CCN(CC)CC.CCN(CC)CC.CCN(CC)CC.CCN(CC)CC.CCN(CC)CC.CN(C)C=O
gap between HOMO and LUMO	8.4	eV
energy above the lowest of the compared OMol25 structures with the same formula, charge and spin	238.8	kJ/mol
energy	-3464.1397	Eh

Mulliken population analysis, charges in e, atoms 1 to 99: -0.703, 1.083, 0.676, 0.052, 0.667, 1.135, 0.360, 0.186, 0.128, 1.009, 0.076, 0.179, 1.170, -1.864, -0.797, 0.493, -0.670, -1.346, -1.109, -0.638, 0.445, -0.227, 0.325, -0.348, -1.828, -1.210, -0.534, -1.452, 0.046, -1.794, 0.100, -1.732, -0.717, -1.110, -0.533, -0.234, 0.388, 0.020, 2.478, -0.893, -1.636, -0.080, -1.582, -1.146, -1.175, -1.120, 0.304, -1.100, -0.339, -0.480, 0.606, 0.089, 1.607, -1.647, -1.450, -1.406, -0.756, 0.089, 0.373, -0.473, -1.266, -1.502, -0.474, -1.018, 2.575, 0.736, -1.270, 0.784, -0.620, -1.024, 0.101, 0.457, -0.617, -0.169, -0.029, -1.237, -1.477, -0.169, -1.524, -0.911, 1.049, -1.672, 0.136, 0.341, 0.210, 0.065, 0.372, 0.382, 0.169, -0.005, 0.676, 0.425, 0.181, -0.487, 0.027, -0.168, 0.667, 0.332, 0.306


No. 2
The following is a quantum chemistry calculation of C15H17N3O3S in the gas phase, from the OMol25 dataset.

Geometry (Å):
1 S 4.0730 0.3208 -0.6374
2 O 0.1013 1.0040 4.0015
3 O -3.0731 -0.5064 1.9846
4 O 0.8951 -1.6417 0.3789
5 N 0.2017 -0.5198 2.2536
6 N -1.9152 -1.7951 0.5260
7 N 1.6293 1.1647 2.2899
8 C -1.2605 -0.8514 -2.5385
9 C -2.0894 -0.4789 -1.4888
10 C -2.2298 0.8687 -1.1794
11 C -0.7456 1.4506 -2.9732
12 C -1.5634 1.8290 -1.9206
13 C 0.9710 -0.7158 1.1553
14 C -2.0948 -1.1578 1.6981
15 C 1.6611 1.2802 -0.1924
16 C -0.5940 0.1090 -3.2797
17 C 3.4078 -0.0271 1.0260
18 C -2.7573 -1.5189 -0.6257
19 C 0.5924 0.6290 2.9766
20 C -0.9124 -1.3466 2.6691
21 C 1.9480 0.4572 1.0789
22 C 2.4062 0.5929 -1.3160
23 H 4.0218 0.5016 1.7538
24 H 1.9606 -0.3716 -1.5587
25 H 2.0478 2.2915 -0.0468
26 H 0.0450 -0.1899 -4.0974
27 H 2.0635 2.0300 2.5624
28 H 2.4901 1.2032 -2.2106
29 H -3.7131 -1.1530 -0.2445
30 H -1.0011 -2.1844 0.3223
31 H -0.2277 2.2007 -3.5525
32 H 3.4765 -1.0993 1.2100
33 H -1.1391 -1.8977 -2.7786
34 H -2.8631 1.1592 -0.3539
35 H -0.6021 -2.3944 2.6951
36 H -1.2067 -1.0041 3.6636
37 H -2.9104 -2.4490 -1.1782
38 H 0.5901 1.3359 -0.3951
39 H -1.6836 2.8748 -1.6776

Forces on the atoms, in the same order (eV/Å):
-0.1 0.0 0.0
-0.3 0.1 0.4
-0.3 0.3 0.1
0.2 -0.2 -0.1
-0.2 0.0 0.2
0.0 -0.4 -0.4
0.1 0.1 0.0
-0.1 0.0 0.0
-0.1 -0.1 0.0
0.0 0.0 0.0
0.0 0.1 -0.1
0.0 0.1 0.0
0.3 0.2 0.0
0.5 -0.4 0.4
-0.1 -0.2 -0.1
0.1 0.0 -0.1
0.4 -0.2 -0.3
0.0 0.1 0.1
0.2 0.1 0.0
-0.3 0.0 0.0
0.1 0.1 -0.3
0.3 -0.1 0.0
-0.1 -0.1 0.0
-0.1 0.1 -0.1
0.0 0.0 0.0
0.1 0.0 -0.1
-0.1 0.0 0.1
0.0 0.0 -0.1
0.1 -0.1 -0.1
-0.1 0.1 0.2
0.0 0.1 -0.1
0.0 0.1 0.1
0.0 -0.1 0.0
-0.1 0.0 0.1
0.0 0.1 0.0
0.0 -0.1 -0.2
-0.1 0.1 0.0
0.0 0.0 0.1
0.0 0.1 0.0

Computed properties:
SMILES string	O=C(CN1C(=O)N[C@]2(CCSC2)C1=O)NCc1ccccc1
gap between HOMO and LUMO	9.5	eV
energy above the lowest of the compared OMol25 structures with the same formula, charge and spin	0.0	kJ/mol
energy	-1370.0644	Eh

List of Mulliken charges in e, atom by atom: -0.195, -0.624, -0.644, -0.726, 0.207, -0.084, -0.222, -0.252, 0.719, -0.169, -0.329, -0.749, -0.127, 0.695, -0.470, -0.668, -0.960, -1.543, 0.237, -0.985, 1.430, -0.543, 0.409, 0.243, 0.441, 0.419, 0.262, 0.492, 0.420, 0.349, 0.438, 0.356, 0.353, 0.428, 0.318, 0.440, 0.440, -0.197, 0.390


Among the records above, which one has the lowest energy above the lowest of the compared OMol25 structures with the same formula, charge and spin? C15H17N3O3S


Among the records above, which one has the highest energy above the lowest of the compared OMol25 structures with the same formula, charge and spin? C69H172N12O


What is the formula in the second record? C15H17N3O3S


Which of these has the highest gap between HOMO and LUMO? C15H17N3O3S